Density functional theory data (ωB97M-V with the def2-TZVPD basis set) for C32H24BrN8O7Ta as an isolated structure.

XYZ file:
```
73
Properties=species:S:1:pos:R:3:forces:R:3
Ta 0.1486 0.0753 0.0908 -2.092 -0.079 0.006
C 0.3456 -5.2991 4.1215 0.065 0.048 -0.047
C 0.0328 -4.3623 2.9869 -0.009 -0.126 0.051
C 0.3874 -4.6732 1.6747 0.057 -0.114 0.044
C 0.1316 -3.7946 0.6445 0.073 -0.021 -0.225
C -0.5148 -2.5889 0.8817 -0.068 0.197 -0.154
N -0.7829 -1.6642 -0.2020 0.432 0.246 -0.324
C -1.6317 -2.1958 -1.2342 -0.006 0.128 0.463
C -2.3882 -3.3430 -0.9731 -0.026 -0.035 0.193
C -3.1596 -3.9532 -1.9356 -0.064 -0.078 -0.012
C -3.2384 -3.4293 -3.2229 -0.084 -0.144 -0.039
C -4.0613 -4.0854 -4.2991 -0.018 0.066 0.080
C -2.5631 -2.2483 -3.4610 -0.067 0.095 -0.217
C -1.7832 -1.6255 -2.4933 0.091 0.241 -0.085
N -1.1730 -0.3816 -2.8449 0.130 -0.066 -0.021
C -1.1247 0.1759 -4.0641 0.070 -0.071 -0.177
C -0.5402 1.4188 -3.9626 -0.007 0.121 -0.097
C -0.2576 1.5641 -2.6220 0.180 -0.030 0.045
N -0.6430 0.4751 -1.9294 -0.194 -0.159 -0.208
C -0.8636 -2.2692 2.1844 -0.238 0.187 0.050
C -0.5815 -3.1416 3.2226 0.005 0.028 0.229
N -1.5276 -1.0356 2.4919 -0.023 -0.033 -0.092
C -2.3764 -0.8237 3.5113 -0.017 -0.077 0.003
C -2.7301 0.5067 3.5115 -0.066 0.087 0.082
C -2.0492 1.0562 2.4371 -0.059 -0.035 0.005
N -1.3248 0.1253 1.7992 0.251 -0.039 0.206
H 0.3692 -6.3337 3.7802 -0.018 0.045 0.012
H 1.3290 -5.0694 4.5409 -0.050 0.003 -0.035
H -0.3859 -5.2142 4.9246 0.015 0.000 -0.032
H 0.8943 -5.6082 1.4635 -0.051 0.054 0.013
H 0.4181 -4.0426 -0.3716 -0.010 0.011 0.040
H -2.3713 -3.7667 0.0204 0.039 -0.032 -0.046
H -3.7117 -4.8514 -1.6807 0.045 0.072 -0.018
H -4.1953 -5.1464 -4.0946 0.019 0.020 -0.010
H -5.0550 -3.6331 -4.3532 0.047 -0.010 0.016
H -3.5959 -3.9783 -5.2788 0.003 -0.003 0.038
H -2.6736 -1.8015 -4.4400 0.019 0.001 0.066
H -1.4825 -0.3263 -4.9453 -0.011 -0.031 0.090
H -0.3460 2.1191 -4.7588 0.007 -0.078 0.066
H 0.2614 2.3766 -2.1418 -0.045 -0.054 -0.006
H -0.8133 -2.8543 4.2426 0.007 -0.025 -0.069
H -2.6939 -1.6296 4.1550 0.066 0.045 -0.085
H -3.3966 1.0052 4.1974 0.065 -0.051 -0.088
H -2.0637 2.0723 2.0903 0.012 -0.014 0.035
O 2.5409 -2.3390 2.0386 -0.135 -0.070 0.393
C 2.4345 -1.3217 1.4465 0.179 0.237 -0.427
O 1.2688 -0.5639 1.4708 0.451 -0.516 0.257
C 3.4780 -0.6956 0.5943 -0.235 0.039 -0.106
C 4.8162 -0.8205 0.9268 0.009 -0.204 0.214
C 5.7532 -0.1841 0.1484 0.251 -0.012 0.030
C 5.3988 0.6055 -0.9213 0.141 0.089 -0.093
C 4.0639 0.7323 -1.2364 -0.056 0.432 -0.121
C 3.0851 0.0361 -0.5302 -0.359 0.146 0.001
O 1.7844 0.0264 -0.9146 0.764 0.257 -0.047
N 3.7140 1.6824 -2.3150 -0.411 -0.808 -0.765
O 2.6130 2.2137 -2.2637 0.264 0.136 0.341
O 4.4950 1.8007 -3.2276 0.028 0.172 0.424
N 7.1909 -0.3099 0.4937 0.253 0.130 0.137
O 7.4670 -0.9932 1.4575 -0.157 0.125 -0.287
O 7.9728 0.3008 -0.2038 -0.227 -0.204 0.137
H 5.1240 -1.3995 1.7882 -0.012 -0.012 -0.032
H 6.1509 1.1243 -1.4978 0.037 0.027 -0.018
Br 1.3205 2.5071 1.0993 0.342 0.308 0.267
C -0.2170 3.3466 0.3915 0.181 -0.054 0.115
C -0.3374 4.7125 0.3200 -0.077 0.162 -0.045
C -1.5230 5.1890 -0.2246 -0.001 0.069 0.019
C -2.4863 4.2890 -0.6635 -0.052 0.019 0.017
C -2.2432 2.9345 -0.5463 -0.173 -0.227 -0.059
N -1.1099 2.4594 -0.0117 0.490 -0.447 -0.086
H 0.4509 5.3701 0.6606 -0.054 -0.035 0.004
H -1.6895 6.2566 -0.3001 0.005 -0.045 -0.032
H -3.4171 4.6332 -1.0944 0.039 -0.024 0.030
H -2.9636 2.1959 -0.8782 0.040 0.020 -0.014
```
Positions in Å, forces in eV/Å.

Its max |F| is 0.04070 Eh/bohr. Its total charge is +2. The highest occupied orbital energy comes out at -13.660 eV. The energy relative to the best compared isomer or geometry (same formula, charge and spin) is 19.1 kcal per mole.